The following is a quantum chemistry calculation of a structure of composition C24H26KN5O3S, from the Open Molecules 2025 dataset.

Last column: natural (NBO) charge in e.
Geometry (Å):
K1 -0.72175 0.35500 2.36289  0.946
C1 3.09814 -2.30124 0.30132  -0.682
C2 1.81341 -1.84042 0.92996  0.159
N1 1.40915 -0.62095 0.90214  -0.263
N2 2.18945 0.25216 0.20506  -0.523
C3 1.68900 1.49075 0.21115  0.606
O1 0.65058 1.90362 0.78288  -0.791
C4 2.49213 2.48399 -0.58853  -0.141
C5 2.11724 3.82320 -0.56035  -0.181
C6 2.81224 4.76766 -1.30107  -0.226
C7 3.89100 4.37932 -2.08285  -0.210
C8 4.27338 3.04442 -2.11369  -0.244
C9 3.57990 2.10205 -1.36972  -0.119
C10 0.89396 -2.84142 1.52446  0.185
C11 1.03781 -4.19721 1.21480  -0.261
C12 0.11843 -5.11355 1.69241  -0.152
C13 -0.91938 -4.66664 2.49214  -0.274
C14 -0.97774 -3.30983 2.76800  0.047
N3 -0.11262 -2.41457 2.30479  -0.473
H1 3.79693 -1.46995 0.27443  0.260
H2 2.94863 -2.62587 -0.73515  0.202
H3 3.53464 -3.13510 0.85092  0.212
H4 1.27577 4.10406 0.05927  0.225
H5 2.51315 5.80806 -1.26861  0.207
H6 4.43367 5.11342 -2.66519  0.208
H7 5.11557 2.73761 -2.72137  0.207
H8 3.86683 1.06010 -1.38430  0.222
H9 1.84745 -4.52386 0.57894  0.223
H10 0.20609 -6.16039 1.43202  0.223
H11 -1.66465 -5.34034 2.89096  0.223
H12 -1.77530 -2.92232 3.39561  0.187
O2 -2.87331 1.85653 2.23797  -1.043
S1 -3.61168 2.26266 0.99104  1.243
C15 -3.91677 4.03876 1.18785  -0.602
C16 -2.59430 4.71852 0.86896  -0.416
C17 -2.14613 4.08321 -0.44505  -0.409
C18 -2.35315 2.57276 -0.29354  -0.627
H13 -4.29031 4.18125 2.20044  0.245
H14 -4.69462 4.31544 0.47112  0.219
H15 -1.87326 4.50239 1.65981  0.224
H16 -2.70296 5.80088 0.79385  0.220
H17 -1.10242 4.29557 -0.67606  0.235
H18 -2.75576 4.47020 -1.26530  0.200
H19 -1.44876 2.09914 0.08823  0.279
H20 -2.66254 2.07497 -1.21114  0.235
N4 0.56155 -4.31137 -2.32939  -0.814
C19 -0.66594 -4.34053 -1.75158  0.656
O3 -1.32191 -5.36060 -1.67212  -0.604
C20 -1.18467 -3.03457 -1.20920  -0.102
C21 -0.56379 -1.81117 -1.39960  -0.228
C22 -1.10515 -0.68607 -0.79590  0.049
N5 -2.20738 -0.71028 -0.05057  -0.459
C23 -2.82071 -1.88837 0.09221  0.030
C24 -2.35196 -3.06705 -0.45618  -0.215
H21 0.94246 -5.18341 -2.65268  0.409
H22 1.16046 -3.50880 -2.27891  0.397
H23 0.34292 -1.69072 -1.97815  0.217
H24 -0.60580 0.27049 -0.89837  0.215
H25 -3.72345 -1.88483 0.69364  0.197
H26 -2.86379 -4.00672 -0.30465  0.248

The calculation puts the LUMO energy at 0.204 eV. The charge is 0. The value obtained for the frontier orbital gap is 7.5 eV. The largest force on an atom is 0.11 eV/A.